No. 1
Formula: C24H74O24
Source: the Open Molecules 2025 dataset
Level of theory: ωB97M-V/def2-TZVPD

Each line ends with the Löwdin charge.
Positions of all 122 atoms, in Å:
1 C -11.922 -3.629 -18.148  -0.133
2 O -12.863 -3.277 -19.171  -0.135
3 H -11.933 -4.687 -17.886  0.064
4 H -10.880 -3.456 -18.415  0.070
5 H -12.058 -2.931 -17.323  0.071
6 H -13.641 -3.838 -19.216  0.019
7 C -11.350 -10.353 -20.040  -0.199
8 O -10.089 -10.640 -20.526  -0.110
9 H -12.062 -11.156 -20.232  0.079
10 H -11.412 -10.018 -19.004  0.072
11 H -11.694 -9.507 -20.635  0.065
12 H -9.730 -9.750 -20.525  0.072
13 C -16.770 -11.420 -11.853  -0.175
14 C -16.611 -10.452 -13.019  -0.242
15 O -15.344 -10.592 -13.660  -0.087
16 O -16.549 -10.679 -10.576  -0.091
17 H -16.091 -12.267 -11.951  0.115
18 H -17.754 -11.888 -11.864  0.106
19 H -16.869 -9.425 -12.760  0.103
20 H -17.383 -10.601 -13.773  0.099
21 H -15.277 -10.113 -14.489  0.030
22 H -16.670 -11.311 -9.864  0.063
23 C -14.997 -14.039 -16.370  -0.259
24 C -15.464 -12.599 -16.530  -0.267
25 O -16.865 -12.516 -16.918  -0.221
26 O -13.613 -14.085 -15.978  -0.126
27 H -15.046 -14.728 -17.213  0.090
28 H -15.513 -14.339 -15.458  0.109
29 H -14.825 -11.963 -17.143  0.096
30 H -15.507 -12.220 -15.509  0.100
31 H -17.034 -12.822 -17.813  -0.001
32 H -13.324 -14.979 -16.179  0.093
33 C -13.678 -7.462 -16.611  -0.183
34 C -14.181 -8.878 -16.907  -0.179
35 O -15.289 -9.310 -16.099  -0.069
36 O -13.119 -7.445 -15.292  -0.087
37 H -14.517 -6.780 -16.756  0.091
38 H -13.046 -7.210 -17.462  0.116
39 H -13.308 -9.531 -16.896  0.102
40 H -14.552 -8.901 -17.931  0.107
41 H -15.583 -10.164 -16.424  0.057
42 H -13.703 -7.931 -14.704  0.063
43 C -16.691 -5.561 -18.930  -0.210
44 C -17.662 -5.557 -17.851  -0.262
45 O -17.174 -6.188 -16.739  -0.051
46 O -15.772 -4.456 -18.929  -0.094
47 H -17.096 -5.325 -19.914  0.132
48 H -16.019 -6.419 -18.916  0.128
49 H -18.381 -6.234 -18.313  0.136
50 H -18.189 -4.651 -17.552  0.140
51 H -16.370 -5.774 -16.416  0.076
52 H -16.254 -3.627 -18.872  0.095
53 C -14.978 -4.063 -14.170  -0.281
54 C -13.908 -3.624 -13.230  -0.238
55 O -14.264 -2.652 -12.239  -0.051
56 O -14.651 -4.937 -15.196  -0.055
57 H -15.449 -3.203 -14.645  0.127
58 H -15.841 -4.521 -13.688  0.121
59 H -13.209 -3.076 -13.863  0.126
60 H -13.427 -4.502 -12.800  0.116
61 H -14.817 -3.122 -11.610  0.081
62 H -14.082 -5.623 -14.839  0.061
63 C -19.140 -8.455 -13.719  -0.173
64 C -18.678 -8.811 -15.213  -0.228
65 O -19.230 -7.766 -15.982  -0.091
66 O -18.493 -7.175 -13.404  -0.102
67 H -18.916 -9.227 -12.983  0.089
68 H -20.203 -8.222 -13.782  0.106
69 H -19.049 -9.753 -15.617  0.109
70 H -17.596 -8.899 -15.314  0.091
71 H -18.490 -7.214 -16.246  0.017
72 H -18.951 -6.399 -13.737  0.070
73 C -12.908 -8.836 -11.895  -0.204
74 C -11.852 -7.780 -11.955  -0.203
75 O -11.196 -7.878 -13.225  -0.080
76 O -13.980 -8.371 -12.734  -0.072
77 H -13.187 -8.834 -10.842  0.120
78 H -12.660 -9.864 -12.159  0.127
79 H -11.187 -7.839 -11.093  0.124
80 H -12.284 -6.782 -11.872  0.113
81 H -11.810 -7.657 -13.929  0.038
82 H -14.766 -8.856 -12.470  0.063
83 C -7.719 -6.219 -16.115  -0.255
84 C -9.090 -5.534 -15.678  -0.201
85 O -10.111 -6.220 -16.384  -0.080
86 O -7.638 -7.467 -15.550  -0.058
87 H -6.876 -5.674 -15.690  0.109
88 H -7.556 -6.268 -17.192  0.113
89 H -9.082 -4.517 -16.071  0.099
90 H -9.290 -5.454 -14.610  0.120
91 H -10.852 -6.551 -15.870  0.057
92 H -8.535 -7.811 -15.545  0.073
93 C -13.248 -5.139 -22.025  -0.179
94 C -13.718 -6.431 -21.381  -0.194
95 O -13.432 -6.462 -19.969  -0.087
96 O -14.151 -4.016 -21.675  -0.114
97 H -13.203 -5.053 -23.111  0.108
98 H -12.283 -4.758 -21.688  0.114
99 H -13.382 -7.374 -21.813  0.120
100 H -14.799 -6.335 -21.287  0.114
101 H -14.017 -5.810 -19.578  0.028
102 H -13.723 -3.163 -21.565  0.069
103 C -10.781 -10.561 -15.129  -0.235
104 C -11.677 -11.759 -15.296  -0.214
105 O -12.501 -11.711 -16.485  -0.111
106 O -10.417 -10.489 -13.740  -0.079
107 H -11.046 -9.645 -15.656  0.110
108 H -9.837 -10.801 -15.619  0.109
109 H -12.377 -11.705 -14.462  0.116
110 H -11.079 -12.670 -15.292  0.122
111 H -12.980 -12.540 -16.407  0.003
112 H -10.649 -9.621 -13.403  0.020
113 C -16.399 -10.274 -20.742  -0.302
114 C -16.071 -10.782 -22.165  -0.315
115 O -15.613 -9.816 -23.108  -0.080
116 O -15.457 -9.430 -20.171  -0.093
117 H -16.637 -11.115 -20.090  0.084
118 H -17.225 -9.562 -20.742  0.102
119 H -16.953 -11.311 -22.528  0.094
120 H -15.401 -11.615 -21.951  0.084
121 H -15.274 -10.270 -23.883  0.071
122 H -15.004 -8.876 -20.811  0.055

Cartesian forces, eV/Å:
-0.29 0.22 -0.07
1.07 0.41 -0.25
-0.43 0.10 0.31
-0.08 0.15 -0.91
-0.32 -0.46 0.52
0.00 -0.26 0.39
-2.11 0.70 -0.40
1.32 -0.07 0.15
0.25 -0.18 0.25
0.25 -0.40 0.30
-0.69 0.24 0.02
0.93 -0.28 -0.28
0.18 0.80 0.81
-0.26 -0.21 -1.17
0.04 -0.74 1.63
-0.16 -0.80 -1.56
0.45 0.26 -0.01
-0.31 0.40 0.14
0.61 0.29 0.75
-0.18 -0.78 -0.05
-0.23 0.60 -0.41
0.02 -0.07 0.08
0.43 -0.17 0.83
-1.51 -0.11 -0.32
0.94 0.23 1.21
0.36 0.21 0.00
-1.00 0.42 -0.10
-0.68 -0.81 -0.52
0.05 -0.21 -0.26
0.41 0.33 -0.06
0.29 -0.29 -0.83
0.28 0.10 0.05
-1.83 -1.68 -0.39
0.05 0.34 -1.38
0.75 0.63 0.71
0.68 1.28 -0.77
-0.09 0.26 0.66
0.99 -0.02 0.66
-0.23 -0.47 0.51
0.16 0.19 -0.28
-0.12 -0.20 -0.42
-0.43 -0.42 0.44
1.74 2.63 -2.34
-1.37 -1.05 -0.56
0.47 -0.84 1.66
1.53 0.51 1.23
-1.00 -1.43 -0.14
-0.64 -0.43 -0.05
-0.80 -0.13 0.57
0.21 0.52 -0.63
0.32 0.26 0.30
-0.03 0.02 -0.06
-3.10 0.59 0.16
1.20 0.80 -0.46
-0.38 -0.93 -0.45
1.03 -0.12 -0.73
0.34 0.38 -0.10
-0.05 -0.07 0.96
0.51 -0.28 0.12
0.22 -0.02 0.23
-0.19 0.15 0.27
0.28 -0.59 -0.11
0.56 1.39 -2.34
-0.97 0.11 1.44
-0.05 -0.14 -0.42
0.58 -1.28 0.96
0.05 0.47 0.14
-0.14 -0.59 0.12
-0.39 -0.22 0.42
0.14 0.49 0.22
0.25 0.30 0.00
-0.42 -0.57 -0.37
-1.06 0.75 0.76
0.12 -0.19 -1.12
1.23 0.30 0.81
0.35 0.23 0.45
-0.65 -0.22 0.18
0.59 0.17 -0.20
0.64 -0.40 -0.50
-0.46 -0.02 0.05
-0.43 0.07 -0.21
-0.16 -0.26 -0.33
-0.81 1.59 1.39
1.03 0.09 -1.67
-0.20 -0.48 -0.42
-0.02 -1.52 0.50
-0.01 0.46 -0.06
-0.57 0.29 -0.27
0.07 0.28 0.03
0.40 -0.50 0.10
0.10 0.19 0.49
-0.12 -0.47 -0.03
0.25 2.69 -0.16
-0.99 1.19 1.42
1.02 -0.23 -0.01
-0.87 -1.41 0.08
-0.12 -1.07 -0.17
0.37 -0.86 0.31
0.04 0.32 -0.20
-0.40 -0.50 -1.46
-0.06 0.18 0.14
0.64 -0.38 0.08
2.04 -0.82 -0.16
-1.59 0.72 -0.49
1.30 0.68 0.48
-0.30 -0.01 -0.50
-0.88 0.26 0.64
0.22 -0.08 -0.32
0.15 -0.48 0.41
-0.09 -0.07 0.24
-0.15 -0.51 -0.36
-0.11 0.47 -0.04
-1.18 1.79 -1.92
-0.41 -1.06 1.21
-0.08 0.17 0.95
2.34 0.12 1.38
0.22 -0.13 0.02
-1.20 -0.82 -0.55
-0.39 0.26 -0.11
0.87 0.16 -0.57
0.04 -0.18 0.02
-0.18 -0.21 -0.33

Its total charge is -1. Its expectation value of S² is 0.750. The value obtained for the gap between HOMO and LUMO (alpha / beta) is 1.608 / 9.384 eV. As for the multiplicity: 2. For the HOMO energy (alpha / beta), the calculation gives 0.4 / -7.4 eV.

No. 2
Formula: C3H7Cl2N
Source: the Open Molecules 2025 dataset
Level of theory: ωB97M-V/def2-TZVPD

Each line ends with the Löwdin charge.
Positions of all 13 atoms, in Å:
1 C -1.618 0.360 -0.278  -0.214
2 C -0.797 -0.818 0.128  -0.630
3 C 1.716 0.087 0.795  -0.717
4 N 2.397 -0.344 -0.306  -0.045
5 Cl -0.120 -1.702 -1.207  0.576
6 Cl 1.946 -0.794 2.245  0.599
7 H -1.000 1.121 -0.758  0.062
8 H -2.088 0.794 0.601  0.068
9 H -2.407 0.092 -0.992  0.066
10 H -1.158 -1.478 0.899  0.039
11 H 1.487 1.133 0.920  0.062
12 H 2.358 -1.350 -0.457  0.050
13 H 2.204 0.189 -1.143  0.085

Cartesian forces, eV/Å:
0.09 -0.05 0.00
0.77 0.52 -0.25
-1.27 -0.49 -0.33
0.19 0.14 0.18
-0.20 -0.22 -0.05
0.22 -0.09 0.22
-0.02 0.03 -0.01
-0.03 0.10 0.07
-0.01 -0.03 0.06
0.11 -0.06 0.17
0.11 0.04 -0.09
0.01 0.27 -0.05
0.03 -0.15 0.06

The value obtained for the gap between HOMO and LUMO (alpha / beta) is 7.356 / 8.690 eV. For the HOMO energy (alpha / beta), the calculation gives -6.9 / -7.8 eV.

No. 3
Formula: C7H18
Source: the Open Molecules 2025 dataset
Level of theory: ωB97M-V/def2-TZVPD

Each line ends with the Löwdin charge.
Positions of all 25 atoms, in Å:
1 C -0.512 -0.907 1.334  -0.107
2 C 0.657 0.149 1.543  -0.541
3 C 0.361 1.001 2.783  -0.104
4 C 1.935 -0.619 1.510  -0.116
5 H -0.786 -1.223 2.340  0.065
6 H -0.375 -1.354 0.374  0.031
7 H -1.540 -0.285 1.306  0.112
8 H 0.590 0.823 0.658  0.116
9 H 0.074 0.306 3.692  0.109
10 H 1.147 1.739 3.019  0.069
11 H -0.631 1.506 2.487  0.092
12 H 2.629 0.110 1.964  0.078
13 H 1.925 -1.777 1.742  0.118
14 H 2.223 -0.878 0.455  0.074
15 C -1.817 -0.638 -2.483  -0.115
16 C -0.338 -0.193 -2.115  -0.312
17 C -0.041 1.206 -2.487  -0.139
18 H -2.287 -0.184 -3.309  0.031
19 H -2.032 -1.738 -2.652  0.081
20 H -2.462 -0.425 -1.590  0.072
21 H -0.482 -0.411 -0.904  0.083
22 H 0.445 -0.894 -2.311  0.083
23 H 1.032 1.421 -2.678  0.080
24 H -0.666 1.273 -3.364  0.058
25 H -0.277 1.997 -1.737  0.083

Cartesian forces, eV/Å:
-2.26 4.99 1.57
-2.44 -0.99 -0.84
-2.08 -0.99 0.40
1.15 -1.73 -1.31
0.83 -1.99 -0.31
-0.16 -1.63 0.42
1.93 -0.84 -0.91
0.38 -0.26 0.51
0.93 1.46 -1.51
-0.46 -0.39 0.06
1.54 -0.24 0.83
0.75 -1.42 -0.02
-0.12 2.50 1.26
0.00 1.25 0.39
0.05 -1.69 1.76
-2.51 -2.35 4.73
0.78 1.33 0.37
-0.18 1.00 -1.21
0.93 0.95 0.23
0.42 0.11 -0.83
1.04 1.33 -3.21
0.28 -0.48 -0.95
-0.62 -0.46 -0.34
0.29 1.26 -0.62
-0.49 -0.73 -0.48

As for the structure (SMILES): CC(C)C.CCC. The value obtained for the gap between HOMO and LUMO is 11.411 eV. For the HOMO energy, the calculation gives -10.4 eV.

No. 4
Formula: C3H10N4S
Source: the Open Molecules 2025 dataset
Level of theory: ωB97M-V/def2-TZVPD

Each line ends with the Löwdin charge.
Positions of all 18 atoms, in Å:
1 C -2.804 1.729 -0.116  0.051
2 N -1.856 0.725 0.230  0.214
3 C -0.898 0.113 0.055  -0.030
4 N -0.016 -0.822 0.150  -0.126
5 C -0.029 -1.850 -0.885  0.033
6 N 0.992 -0.784 1.104  0.046
7 N 2.242 -0.154 0.696  -0.122
8 S 2.137 1.755 0.008  0.835
9 H -2.476 2.496 -0.756  0.110
10 H -3.093 2.051 0.842  0.108
11 H -3.572 1.122 -0.500  0.116
12 H 0.752 -1.783 -1.623  0.094
13 H 0.090 -2.887 -0.393  0.151
14 H -0.999 -1.896 -1.387  0.120
15 H 0.581 -0.489 1.976  0.175
16 H 2.977 -0.104 1.407  0.149
17 H 2.758 -0.760 -0.014  0.180
18 H 3.215 1.536 -0.794  -0.103

Cartesian forces, eV/Å:
-0.10 -0.99 1.19
1.01 0.42 -1.23
-0.53 0.12 1.20
1.56 -0.36 -0.85
-0.06 -3.28 0.66
0.57 -0.53 -0.66
0.21 1.26 -1.91
0.40 -2.15 0.52
0.73 0.72 -0.80
-0.90 1.10 0.99
-1.47 -0.21 -0.80
0.36 0.56 -0.25
-0.17 1.69 -0.48
0.11 0.39 0.15
0.67 0.53 0.59
-0.71 -0.07 1.03
-1.36 0.71 0.51
-0.31 0.11 0.12

As for the structure (SMILES): C[N+]#CN(C)N[NH2+]S. Its total charge is +2. The value obtained for the gap between HOMO and LUMO is 9.437 eV. For the HOMO energy, the calculation gives -19.1 eV.

No. 5
Formula: C8H11NO
Source: the Open Molecules 2025 dataset
Level of theory: ωB97M-V/def2-TZVPD

Each line ends with the Löwdin charge.
Positions of all 21 atoms, in Å:
1 C -2.099 1.955 0.479  -0.054
2 C -2.160 0.543 0.006  -0.238
3 C -2.577 -0.006 -1.342  -0.077
4 N -2.620 -1.254 -1.223  0.025
5 O -2.331 -1.647 0.021  -0.040
6 C -1.989 -0.577 0.790  -0.058
7 H -1.005 2.347 0.591  0.117
8 H -2.666 2.539 -0.289  0.094
9 H -2.505 2.098 1.383  0.021
10 H -2.684 0.420 -2.296  0.105
11 H -1.680 -0.680 1.745  0.103
12 C 2.152 -1.287 1.715  0.015
13 C 1.799 -1.239 0.489  -0.304
14 C 1.113 -0.393 -0.505  -0.095
15 C 1.670 -1.781 -0.942  -0.057
16 H 2.662 -2.184 2.155  0.075
17 H 1.880 -0.488 2.432  0.069
18 H 1.546 0.363 -1.231  0.130
19 H 0.052 -0.397 -0.438  0.039
20 H 1.023 -2.551 -0.957  0.049
21 H 2.456 -1.902 -1.632  0.081

Cartesian forces, eV/Å:
2.94 0.66 -4.11
-0.41 -1.09 -0.07
1.57 2.20 4.01
-0.71 -3.08 -1.40
0.82 -0.56 1.35
-2.03 2.02 -5.21
-1.80 -0.56 -0.61
0.72 0.05 0.84
-1.79 0.34 3.31
-0.35 0.76 -0.78
0.75 -0.71 2.79
0.82 -0.98 3.46
0.16 1.03 -4.52
0.90 -0.51 -2.16
0.67 2.09 3.14
-0.47 0.93 -0.48
0.30 -0.45 -0.57
-0.30 -0.39 1.84
-0.57 0.36 -0.07
-2.37 -2.48 -0.35
1.13 0.38 -0.41

As for the structure (SMILES): Cc1cnoc1.C=C1CC1. The value obtained for the gap between HOMO and LUMO is 10.340 eV. For the HOMO energy, the calculation gives -9.4 eV.

No. 6
Formula: C8H13N
Source: the Open Molecules 2025 dataset
Level of theory: ωB97M-V/def2-TZVPD

Each line ends with the Löwdin charge.
Positions of all 22 atoms, in Å:
1 C -0.058 1.764 -0.534  -0.073
2 C 1.328 1.149 0.199  -0.164
3 C 1.450 -0.437 0.616  -0.158
4 C 0.064 -0.462 -0.664  -0.409
5 C -0.666 0.388 0.852  -0.298
6 C -1.556 0.816 -0.230  -0.073
7 C -1.820 -0.899 -0.059  -0.085
8 C -0.350 -1.344 0.403  -0.141
9 H 0.099 1.669 -1.671  0.114
10 H -0.039 2.807 -0.093  0.106
11 H 2.128 1.359 -0.468  0.082
12 H 1.695 1.679 1.107  0.103
13 H 2.265 -0.774 1.312  0.121
14 H 1.487 -2.139 -0.565  0.109
15 H -0.386 -0.632 -1.685  0.153
16 H -1.094 -0.106 1.705  0.112
17 H -0.084 1.063 1.430  0.097
18 H -2.355 1.413 0.114  0.093
19 H -2.108 -1.324 -0.955  0.068
20 H -2.544 -1.041 0.734  0.107
21 H 0.013 -2.388 0.029  0.140
22 N 1.510 -1.063 -0.643  -0.004

Cartesian forces, eV/Å:
0.86 0.37 -2.40
0.50 0.08 1.11
3.66 -0.36 -0.06
2.05 -5.15 -3.54
-1.59 0.69 3.62
3.02 -0.22 2.48
-1.59 0.01 0.85
-2.11 -0.64 -3.23
0.04 0.88 1.72
-0.88 -0.53 -0.95
0.69 -0.28 -1.15
-0.87 0.30 -0.22
-0.51 0.57 0.09
-0.20 1.68 0.05
0.20 0.75 0.69
-0.97 -0.44 0.62
0.78 0.33 0.13
-1.25 0.71 0.13
-0.73 -1.46 -1.69
-0.67 0.51 -0.08
-0.93 0.51 1.88
0.51 1.67 -0.06

The value obtained for the gap between HOMO and LUMO is 7.058 eV. For the HOMO energy, the calculation gives -6.6 eV.

| no. | calculated total energy (eV) |
| --- | --- |
| 1 | -75218.154 |
| 2 | -29756.701 |
| 3 | -7548.078 |
| 4 | -20046.422 |
| 5 | -12006.796 |
| 6 | -9977.670 |